Record 1
Below is a 2-piece molecular cluster, C46H45N3O2 overall, with properties calculated with ωB97M-V/def2-TZVPD.

Cartesian coordinates (Å):
C1 3.72382 4.11707 2.81053
C2 3.47356 2.61886 2.84764
C3 3.73253 1.92971 1.51803
C4 4.35188 1.99002 3.92614
O1 2.06160 2.34799 3.24891
C5 1.08501 2.46781 2.29732
C6 -0.00200 1.51658 2.60373
N1 -1.17482 1.99168 2.86565
C7 -2.25894 1.31425 3.23928
C8 -3.51468 2.04723 3.40899
C9 -4.72077 1.44635 3.84672
C10 -5.83345 2.24155 4.11431
C11 -5.74835 3.63608 4.01458
C12 -4.55834 4.23152 3.57189
C13 -3.45671 3.44167 3.25272
C14 -2.14312 -0.13939 3.45601
C15 -3.03417 -0.99937 2.78951
C16 -2.87047 -2.37922 2.89588
C17 -1.83617 -2.90633 3.67376
C18 -0.94093 -2.05869 4.33366
C19 -1.10395 -0.67663 4.24664
O2 1.09797 3.19991 1.32071
H1 3.54299 4.55457 3.80165
H2 4.76693 4.32369 2.52949
H3 3.06539 4.59432 2.07452
H4 3.45265 0.86900 1.61038
H5 3.12339 2.39879 0.73585
H6 4.78612 1.96896 1.20922
H7 4.14313 0.91472 4.02187
H8 5.41409 2.09628 3.65888
H9 4.19407 2.46297 4.90515
H10 0.32033 0.48840 2.81719
H11 -4.76170 0.36769 3.98524
H12 -6.76957 1.76949 4.41010
H13 -6.61158 4.25069 4.27180
H14 -4.48276 5.30998 3.46983
H15 -2.51788 3.87354 2.91102
H16 -3.84673 -0.56873 2.20134
H17 -3.57785 -3.03631 2.39232
H18 -1.73172 -3.98700 3.77780
H19 -0.11893 -2.45515 4.93328
H20 -0.43980 -0.00945 4.80217
C20 -4.74079 1.55866 -4.49462
N2 -3.79938 0.45496 -4.32863
C21 -4.00895 -0.65138 -5.19866
C22 -2.98807 -1.08330 -6.06547
C23 -3.25345 -2.06189 -7.02853
C24 -4.50234 -2.69338 -7.05893
C25 -5.51276 -2.28655 -6.17754
C26 -5.28769 -1.23828 -5.28633
C27 -2.99335 0.38258 -3.20425
C28 -3.24554 1.18859 -2.06275
C29 -2.46457 1.09346 -0.92469
C30 -1.34454 0.21983 -0.87690
C31 -0.49218 0.09514 0.28166
C32 0.90314 -0.17814 0.09163
C33 1.61813 -1.19799 0.77998
C34 2.85594 -1.62284 0.31488
C35 3.54709 -0.92602 -0.70623
N3 4.83685 -1.24572 -1.12373
C36 5.52216 -0.30925 -2.01603
C37 5.38212 -2.54412 -1.04443
C38 5.97292 -3.10002 -2.20051
C39 6.42298 -4.41883 -2.20092
C40 6.38011 -5.18468 -1.02879
C41 5.90827 -4.59957 0.15335
C42 5.43510 -3.28467 0.15332
C43 2.86990 0.15004 -1.33597
C44 1.58882 0.49037 -0.96753
C45 -1.10193 -0.57996 -2.04016
C46 -1.92296 -0.53950 -3.14956
H21 -4.37492 2.42182 -3.93161
H22 -4.80042 1.84201 -5.55701
H23 -5.75121 1.26830 -4.16117
H24 -2.00682 -0.60366 -5.99234
H25 -2.47982 -2.30494 -7.75915
H26 -4.69138 -3.49204 -7.77556
H27 -6.49164 -2.76335 -6.19990
H28 -6.08327 -0.85801 -4.63646
H29 -4.09711 1.86663 -2.06651
H30 -2.67588 1.71356 -0.05249
H31 -0.97306 -0.05183 1.25404
H32 1.13033 -1.71512 1.61203
H33 3.29371 -2.51510 0.75219
H34 6.57902 -0.58555 -2.08265
H35 5.08043 -0.32566 -3.02225
H36 5.47020 0.70936 -1.61517
H37 6.04073 -2.49457 -3.10734
H38 6.80944 -4.84415 -3.12820
H39 6.71297 -6.22268 -1.04276
H40 5.90682 -5.17348 1.07976
H41 5.11039 -2.82887 1.09017
H42 3.33590 0.68410 -2.16339
H43 1.05413 1.27082 -1.51343
H44 -0.24386 -1.25302 -2.04323
H45 -1.71978 -1.19720 -3.99300

HOMO-LUMO gap = 0.144 Eh
LUMO energy = -1.50 eV



Record 2
Below is C46H46BClN10O4PPb as an isolated structure, with properties calculated with ωB97M-V/def2-TZVPD.

Cartesian coordinates (Å):
Pb1 -0.60804 -0.64820 -0.12398
N1 3.39711 -0.38908 -1.03960
P1 2.03597 -0.09524 -2.04831
C1 2.95313 0.05411 -3.64566
C2 2.44951 -0.54898 -4.78898
C3 3.06115 -0.34270 -6.01524
C4 4.18275 0.46255 -6.10522
C5 4.70003 1.05490 -4.96382
C6 4.08653 0.85950 -3.74144
C7 1.87334 1.72763 -1.86805
C8 2.45047 2.44912 -0.83497
C9 2.26722 3.81991 -0.76792
C10 1.49889 4.47379 -1.71559
C11 0.92593 3.75554 -2.75175
C12 1.12178 2.39221 -2.83213
C13 3.30697 -1.14973 0.09290
C14 4.44958 -1.52943 0.81573
C15 4.28648 -2.27047 1.96542
C16 3.00406 -2.63280 2.36646
C17 1.94755 -2.21428 1.58695
N2 2.08162 -1.47910 0.49159
H1 4.32709 -0.27178 -1.42490
H2 1.56877 -1.16964 -4.71314
H3 2.65712 -0.80537 -6.90248
H4 4.64742 0.64238 -7.06241
H5 5.57613 1.68271 -5.03014
H6 4.47495 1.36251 -2.86514
H7 3.04103 1.93015 -0.09092
H8 2.74294 4.39065 0.01586
H9 1.36060 5.54290 -1.65719
H10 0.33063 4.26067 -3.49689
H11 0.70609 1.83615 -3.66129
H12 5.43329 -1.24874 0.46879
H13 5.14141 -2.57267 2.54976
H14 2.83247 -3.22528 3.25076
H15 0.93313 -2.47651 1.84029
N3 -2.98671 -1.74044 -0.34899
C18 -3.22608 -3.05786 0.21251
C19 -2.11464 -4.04502 -0.10518
O1 -2.00407 -5.10252 0.43262
O2 -1.18495 -3.59967 -0.99282
H16 -3.65234 -1.07410 0.02910
H17 -3.11106 -1.74698 -1.35995
H18 -4.16406 -3.51993 -0.13452
H19 -3.28182 -2.98467 1.30191
Cl1 -3.83559 2.77487 -0.24674
C20 -4.13511 1.46595 -1.34882
C21 -5.45534 1.18516 -1.64846
C22 -5.75841 0.20878 -2.58045
C23 -4.72402 -0.46927 -3.20764
C24 -3.41107 -0.18988 -2.88315
C25 -3.06297 0.78042 -1.92862
C26 -1.66119 1.01446 -1.57192
H20 -6.24149 1.74510 -1.16617
H21 -6.78796 -0.00851 -2.81778
H22 -4.94524 -1.21735 -3.95477
H23 -2.61321 -0.71172 -3.39658
H24 -1.50989 2.01526 -1.17820
H25 -1.03883 0.89925 -2.45729
C27 2.38313 3.35407 2.76435
N4 1.08153 3.20739 2.15303
C28 0.21782 4.36942 2.13915
C29 0.71224 2.11544 1.57664
N5 0.33141 1.13425 1.09695
H26 2.26928 3.64818 3.81001
H27 2.95810 4.12294 2.24232
H28 2.92940 2.41495 2.71349
H29 -0.08484 4.62078 3.15966
H30 -0.66594 4.16978 1.53652
H31 0.75083 5.21950 1.70951
O3 -2.32054 -3.83919 -3.12315
B1 -1.19403 -3.64038 -2.34475
O4 -0.06566 -3.46459 -3.10961
C30 -0.48456 -3.61097 -4.41022
C31 0.25343 -3.61149 -5.57622
C32 -0.44063 -3.82580 -6.76084
C33 -1.81295 -4.02916 -6.76684
C34 -2.55672 -4.03529 -5.59467
C35 -1.86581 -3.83023 -4.41977
H32 1.32281 -3.48345 -5.56153
H33 0.09180 -3.85636 -7.70002
H34 -2.32144 -4.21410 -7.69936
H35 -3.61784 -4.21748 -5.61067
C36 -2.48725 1.54088 2.50071
C37 -2.05457 0.20809 2.96945
N6 -1.66697 -0.78272 2.19683
C38 -1.48553 -1.86426 3.01077
C39 -1.76172 -1.51878 4.29539
N7 -2.11486 -0.19410 4.26304
C40 -2.42074 0.62141 5.41128
N8 -1.42579 0.49568 6.43147
N9 -1.78808 0.15739 7.68817
N10 -0.79329 0.16637 8.45541
C41 0.32048 0.51275 7.74710
C42 1.64966 0.66806 8.13389
C43 2.54631 1.01872 7.15219
C44 2.15019 1.19934 5.82024
C45 0.83957 1.06264 5.41433
C46 -0.07799 0.72834 6.40279
H36 -2.34722 1.59298 1.42534
H37 -1.92517 2.34511 2.97293
H38 -3.54554 1.68922 2.71965
H39 -1.19361 -2.81729 2.62261
H40 -1.74354 -2.07944 5.20665
H41 -3.36678 0.31354 5.87430
H42 -2.50369 1.66421 5.08141
H43 1.94599 0.51440 9.15781
H44 3.58715 1.15144 7.40343
H45 2.90676 1.45005 5.09190
H46 0.54636 1.18914 4.38154

Total charge = +1
HOMO-LUMO gap = 0.278 Eh
LUMO energy = -1.79 eV



Record 3
Below is C46H46BeN2O5SiTe as an isolated structure, with properties calculated with ωB97M-V/def2-TZVPD.

Cartesian coordinates (Å):
Be1 11.16592 12.16247 10.12317
C1 15.97289 13.73891 14.67994
C2 14.72904 13.34811 13.88289
C3 13.44416 13.36708 14.47265
C4 12.29114 13.11914 13.76143
C5 10.96230 13.32891 14.45596
O1 10.03567 13.89747 13.90654
C6 10.78607 12.83649 15.87559
C7 9.62874 13.31285 16.48540
C8 9.34322 12.98641 17.81121
C9 10.17912 12.12228 18.52643
C10 11.32183 11.60712 17.89550
C11 11.62849 11.97792 16.58171
C12 12.38114 12.83852 12.34800
O2 11.30372 12.65914 11.67865
C13 13.68682 12.74488 11.75427
C14 14.81313 13.04773 12.55004
C15 13.84132 12.58096 10.31385
N1 12.81837 12.34438 9.55607
C16 12.93791 12.30748 8.09650
C17 13.68277 11.11950 7.47114
Te1 12.71684 9.18929 7.43563
C18 13.68549 8.37068 9.14044
C19 13.64366 8.99909 10.37704
C20 14.34426 8.46941 11.46374
C21 15.02480 7.25460 11.33798
C22 14.99782 6.61463 10.11532
C23 14.34117 7.16190 9.01988
C24 15.23989 12.67142 9.76601
C25 15.66393 13.84881 9.13398
C26 16.96521 13.94176 8.69109
C27 17.84126 12.86314 8.81130
C28 17.41944 11.70474 9.42415
C29 16.12525 11.61217 9.89494
H1 15.70312 13.97575 15.69425
H2 16.48207 14.60067 14.25866
H3 16.71174 12.92245 14.71262
H4 13.38094 13.62909 15.54104
H5 8.95855 13.94561 15.91916
H6 8.47733 13.41322 18.27466
H7 9.93036 11.90654 19.54572
H8 12.01844 10.96298 18.43270
H9 12.50985 11.55695 16.10294
H10 15.77028 13.11829 12.04607
H11 13.47603 13.19016 7.74326
H12 11.92046 12.35913 7.71789
H13 14.64756 10.97564 7.96027
H14 13.85997 11.31005 6.40388
H15 13.08711 9.92781 10.45725
H16 14.35181 8.99999 12.39646
H17 15.56004 6.84379 12.18152
H18 15.46896 5.66063 9.98190
H19 14.30746 6.60524 8.07342
H20 14.97872 14.66240 9.00300
H21 17.28199 14.84134 8.18409
H22 18.87112 12.96595 8.46496
H23 18.08022 10.84995 9.51830
H24 15.78983 10.69371 10.36453
C30 7.77574 12.35469 12.21633
O3 8.58423 11.29477 12.75764
C31 8.31836 10.80268 13.96508
C32 7.17641 11.01842 14.72353
C33 7.03947 10.35156 15.95217
C34 8.01729 9.50789 16.44434
C35 9.17988 9.33476 15.69416
C36 9.32756 9.95390 14.46106
N2 10.59369 9.84309 13.78204
C37 10.78604 9.67947 12.51127
C38 9.87538 9.15256 11.57256
C39 8.90854 8.15551 11.86782
C40 8.05586 7.73560 10.88942
C41 8.15099 8.32028 9.59961
C42 9.07650 9.27044 9.30348
C43 10.01799 9.70802 10.28018
O4 10.94662 10.55138 10.02815
H25 8.33638 12.70226 11.34465
H26 7.62325 13.17828 12.91353
H27 6.79352 11.96839 11.90595
H28 6.41913 11.72802 14.38220
H29 6.17763 10.53568 16.56369
H30 7.89608 8.97552 17.39227
H31 10.00739 8.71281 16.05484
H32 11.38466 10.21838 14.29033
H33 11.74008 10.05761 12.13496
H34 8.87386 7.78667 12.87316
H35 7.28989 7.01175 11.12711
H36 7.44939 8.01835 8.85576
H37 9.14258 9.78928 8.35408
C44 10.67023 15.77422 9.85367
Si1 9.67682 14.45740 8.87455
C45 9.96001 14.80504 7.03591
C46 7.85048 14.79800 9.17137
O5 10.12536 12.95983 9.28452
H38 10.35425 16.80001 9.57788
H39 11.73571 15.73755 9.56768
H40 10.58360 15.61874 10.94160
H41 9.64264 15.82073 6.76263
H42 9.41413 14.06499 6.42867
H43 11.04987 14.72122 6.83460
H44 7.50643 15.73714 8.67594
H45 7.63082 14.85275 10.25241
H46 7.23211 13.97439 8.79215

HOMO-LUMO gap = 0.257 Eh
LUMO energy = -0.45 eV



Energy above the lowest of the compared OMol25 structures with the same formula, charge and spin, record by record: 0.000; 0.932; 0.000 eV